--- 1 ---
ORCA calculation (ωB97M-V/def2-TZVPD) on a single C3H4ClFO molecule.

Atoms and positions in Å:
H -1.74 0.50 0.35
C -1.29 -0.33 -0.05
C 1.07 0.84 -0.03
F 0.60 -1.55 -0.32
C 0.15 -0.35 0.04
O 0.74 0.13 1.19
H -1.57 -1.19 0.45
H 0.87 1.86 -0.18
Cl 2.73 0.59 -0.38
H -1.56 -0.52 -1.06

Computed properties:
LUMO level   0.92 eV
SMILES   C[C@]1(F)O[C@H]1Cl
Charge   0
Gap between HOMO and LUMO   0.41735 Eh

=====

--- 2 ---
ORCA calculation (ωB97M-V/def2-TZVPD) on a single C3H4ClFO molecule.

Atoms and positions in Å:
C -1.08 0.47 -0.16
H 0.84 -1.55 -0.31
C 1.24 -0.66 -0.05
C 0.59 0.50 -0.03
F 1.05 1.70 0.16
H -1.45 0.89 -1.06
O -1.60 -0.80 0.03
H -1.55 1.31 0.62
H -1.01 -1.25 0.71
Cl 2.97 -0.61 0.10

Computed properties:
LUMO level   0.76 eV
SMILES   OC/C(F)=C/Cl
Charge   0
Gap between HOMO and LUMO   0.38369 Eh

=====

Last place for stability: 2

=====

--- 1 ---
ORCA calculation (ωB97M-V/def2-TZVPD) on a single C3H4ClFO molecule.

Atoms and positions in Å:
O -1.39 -1.03 -0.46
H 1.28 0.33 1.40
Cl 1.60 -1.64 -0.27
H -0.57 -0.89 -1.31
C -0.67 -0.20 0.53
C 0.93 -0.24 0.51
H 0.08 1.87 0.19
C 0.13 0.84 -0.22
F 0.00 0.67 -1.67
H -1.40 0.29 1.30

Computed properties:
LUMO level   0.63 eV
SMILES   O[C@@H]1[C@H](F)[C@@H]1Cl
Charge   0
Gap between HOMO and LUMO   0.38155 Eh

=====

--- 2 ---
ORCA calculation (ωB97M-V/def2-TZVPD) on a single C3H4ClFO molecule.

Atoms and positions in Å:
H 0.31 -0.03 -2.18
C 0.40 -0.60 0.43
Cl 2.17 -0.78 0.15
C -0.21 0.71 0.78
H -0.85 0.69 1.65
F -0.05 -1.69 1.13
H -1.52 -0.53 -0.58
O -0.13 0.64 -1.67
C -0.59 0.02 -0.50
H 0.47 1.57 0.79

Computed properties:
LUMO level   0.75 eV
SMILES   O[C@@H]1C[C@]1(F)Cl
Charge   0
Gap between HOMO and LUMO   0.40472 Eh

=====

Last place for stability: 1

=====

--- 1 ---
ORCA calculation (ωB97M-V/def2-TZVPD) on 13 unconnected molecules or ions with the total composition C13H39N13O26.

Atoms and positions in Å:
H -3.63 0.03 -1.21
C 5.10 1.30 -1.35
O -3.97 -1.63 1.75
C 0.39 -2.93 -4.28
H -1.75 5.28 1.20
O 0.33 -1.39 -2.57
O 2.17 2.05 -2.74
C -4.13 1.37 1.85
N 1.70 -4.73 -0.34
H -1.09 -4.30 0.36
O 2.42 2.82 0.95
O 3.60 -0.35 -0.83
H 4.79 1.73 -2.30
O 5.48 -0.98 -1.64
O -0.99 0.70 3.10
H 0.30 2.19 5.50
O -0.26 6.21 2.75
H 0.77 1.04 0.77
C -6.06 -2.53 1.42
O -1.61 1.28 0.02
N -4.89 -1.26 -2.36
H 4.94 3.46 1.10
H -0.05 1.64 -3.93
H 1.21 2.33 3.98
O 1.21 -4.59 -1.44
O -5.19 -1.28 -3.54
C -1.70 -3.91 -0.45
N -0.26 -1.82 -3.54
H -0.42 -3.53 -4.69
H 3.71 -1.33 3.62
O -5.62 -1.60 -1.46
N -4.40 2.17 0.62
O -5.24 1.79 -0.17
C -1.04 4.48 1.39
O -1.76 -6.02 -1.36
N -4.92 -2.14 2.30
N -0.10 5.06 2.40
O 1.46 -5.61 0.45
H 2.27 -2.68 -0.31
H 2.63 -3.56 1.19
N 4.72 -0.13 -1.26
N -1.76 -4.84 -1.59
H 6.17 1.36 -1.21
O -1.25 -1.33 -4.01
O 5.52 0.25 1.58
H -4.21 2.07 2.68
C 3.92 -1.14 2.57
O 2.59 4.47 -0.43
N -1.01 0.23 0.13
H 0.97 -0.68 0.25
H 3.94 4.39 2.25
O -5.03 -2.36 3.49
H 4.58 1.78 -0.53
H -6.88 -2.87 2.04
H 0.90 -2.39 -5.07
H 3.60 -3.78 -0.26
H -1.17 -2.98 -0.60
H 4.54 5.23 0.84
H -6.44 -1.63 0.92
N 2.01 1.28 -3.67
O -1.43 2.68 3.83
H -5.65 -3.21 0.68
O -1.51 -0.87 0.26
H 0.85 0.71 4.69
C 2.59 -3.63 0.11
C 0.50 1.73 4.54
H -3.15 0.93 1.74
O 2.83 0.44 -3.99
O -3.76 3.20 0.52
H -4.98 0.70 1.94
C 4.21 4.26 1.21
H 1.02 -3.50 -3.60
H -3.33 -0.11 -2.94
H -1.56 3.61 1.76
H 0.70 0.66 -0.93
H -2.81 -1.45 -1.84
H 4.56 -1.91 2.16
H 1.10 2.31 -5.17
C -3.54 -0.67 -2.04
O -1.90 -4.39 -2.71
H -0.43 4.24 0.53
N 4.68 0.13 2.45
H 0.76 0.60 -5.17
O 4.40 1.00 3.25
H -2.71 -3.76 -0.08
N 2.98 3.80 0.52
C 0.84 1.47 -4.53
N -0.75 1.68 3.77
C 0.48 0.26 0.06
H 3.03 -0.98 1.97
O 0.86 4.38 2.72

Computed properties:
LUMO level   -0.37 eV
Charge   0
Gap between HOMO and LUMO   0.38055 Eh

=====

--- 2 ---
ORCA calculation (ωB97M-V/def2-TZVPD) on 13 unconnected molecules or ions with the total composition C13H39N13O26.

Atoms and positions in Å:
O 0.27 -2.58 -1.14
N 1.18 -6.26 -0.55
O 2.12 -6.85 -0.03
N -3.69 -3.44 0.87
N -2.28 1.63 -3.36
N 0.20 -1.63 4.68
O -1.40 4.74 4.89
H 0.19 2.90 -3.28
O 2.94 -2.12 2.60
O -1.33 -2.18 -6.44
H -3.68 -0.53 3.21
H -2.21 5.04 0.28
N 0.73 1.40 -4.71
H -5.25 -2.36 -0.17
N -1.51 -1.91 -5.28
N 3.16 4.61 1.74
H 2.94 -2.36 -0.48
O 5.24 -1.23 -1.89
N -0.63 3.90 -0.49
H 4.69 -2.56 0.07
C -2.83 0.04 3.52
H 4.16 4.18 -0.10
O -1.84 0.67 -2.78
O -2.58 -1.64 -4.76
C -0.18 -0.46 -0.39
O -0.32 -1.28 5.71
H 0.37 -1.20 -4.85
O -3.06 0.56 1.27
H -3.94 2.07 -4.38
H -0.11 -6.67 1.08
H -0.21 -3.59 5.27
H 2.59 0.53 3.64
H 1.54 3.28 -4.42
H -0.81 -0.19 -1.21
H -0.49 0.06 0.58
H 0.44 5.89 2.80
H 0.89 -0.29 -0.55
C 0.27 -3.07 4.45
O -0.31 1.52 -5.38
H -3.68 -2.54 -1.02
H -0.88 -6.48 -0.48
H -0.61 4.73 1.95
H -2.13 3.27 0.78
C 3.93 -2.76 -0.74
H 0.14 -2.90 -4.50
O 2.30 -0.53 1.19
O -3.57 -4.50 0.33
N -2.57 0.89 2.35
C -0.30 -1.92 -4.39
H -2.52 1.93 -5.46
H -0.55 -1.69 -3.37
H -0.17 -3.25 3.50
H 4.22 -0.36 3.68
H -0.29 -5.03 0.29
O 0.68 -0.97 3.74
H 1.30 -3.33 4.25
O -3.30 -3.10 1.97
H 4.03 0.73 2.35
C -3.04 1.48 -4.62
O -2.05 2.75 -3.01
H 4.73 3.43 1.38
H -3.81 -1.48 0.47
H 3.19 2.90 0.63
O -0.81 -2.48 0.68
O 1.50 0.50 -4.88
C -0.11 -6.08 0.15
H 0.42 4.17 3.28
C 1.09 2.52 -3.75
O -0.24 2.75 -0.48
H -2.62 3.75 -0.91
O 3.32 -1.75 -2.68
N 4.18 -1.84 -1.84
O -1.79 1.80 2.56
C 3.46 0.06 2.99
O -2.14 5.98 3.38
N 2.87 -1.00 2.20
O 0.02 4.86 -0.79
H 3.94 -3.76 -1.11
C -2.09 4.03 -0.02
H -1.91 -0.58 3.64
C -4.15 -2.35 -0.04
H -3.20 0.40 -4.74
C 3.86 3.77 0.80
H -3.06 0.80 4.23
O 2.66 5.64 1.33
C -0.16 5.01 2.87
O 1.22 -5.74 -1.64
O 3.06 4.28 2.91
N -0.24 -1.92 -0.23
N -1.29 5.23 3.83
H 1.86 2.08 -3.07

Computed properties:
LUMO level   -0.60 eV
Charge   0
Gap between HOMO and LUMO   0.37603 Eh

=====

Last place for stability: 2

=====

--- 1 ---
ORCA calculation (ωB97M-V/def2-TZVPD) on a single C2HFN2O2 molecule.

Atoms and positions in Å:
F 0.55 -0.38 -1.87
C 0.45 -0.06 -0.59
C -0.74 -0.08 0.19
N -0.43 0.28 1.40
O -1.98 -0.41 -0.17
O 0.92 0.51 1.37
H -1.96 -0.66 -1.13
N 1.46 0.30 0.14

Computed properties:
LUMO level   0.24 eV
SMILES   Oc1nonc1F
Charge   0
Gap between HOMO and LUMO   0.40553 Eh

=====

--- 2 ---
ORCA calculation (ωB97M-V/def2-TZVPD) on 2 unconnected molecules or ions with the total composition C2HFN2O2.

Atoms and positions in Å:
C -2.56 0.78 0.28
H 0.88 0.36 0.97
F -0.33 -1.80 0.46
O -2.46 1.91 0.54
O -3.27 -1.34 -1.02
N -1.92 -0.35 0.70
C -2.86 -0.46 -0.36
N -0.84 -0.84 1.30

Computed properties:
LUMO level (alpha / beta)   -2.41 / -0.71 eV
Charge   0
Gap between HOMO and LUMO (alpha / beta)   0.30639 / 0.35739 Eh

=====

--- 3 ---
ORCA calculation (ωB97M-V/def2-TZVPD) on 2 unconnected molecules or ions with the total composition C2HFN2O2.

Atoms and positions in Å:
F 1.04 1.77 -0.80
C 0.11 -1.88 -0.74
O -1.81 1.27 1.20
N -0.83 1.43 0.53
C 0.05 2.01 0.03
N 0.62 -1.46 0.23
H -0.35 -1.83 -1.68
O 1.16 -1.30 1.24

Computed properties:
LUMO level   -0.82 eV
SMILES   [O-][N+]#CF.C#[N+][O-]
Charge   0
Gap between HOMO and LUMO   0.34930 Eh

=====

Last place for stability: 2

=====

--- 1 ---
ORCA calculation (ωB97M-V/def2-TZVPD) on a single C3H11N5O molecule.

Atoms and positions in Å:
N 0.66 -2.00 -0.86
N 3.50 -0.25 0.65
N 2.42 0.62 0.33
H -3.08 2.12 -0.52
H -1.81 -0.44 0.69
H -3.79 0.81 0.44
O -0.74 0.65 -0.80
H 0.69 1.89 -0.07
H -0.17 -1.34 -1.25
C -1.96 0.23 -0.19
H 0.42 -1.71 1.01
C -2.84 1.40 0.28
H 1.47 -1.98 -1.52
H -2.29 1.89 1.16
H 4.29 -0.13 0.07
N 0.21 1.02 0.21
C 1.26 0.08 0.31
H 3.10 -1.21 0.70
H -2.45 -0.25 -1.00
N 1.12 -1.40 0.36

Computed properties:
LUMO level   0.91 eV
SMILES   CCON/C(=N/N)NN
Charge   0
Gap between HOMO and LUMO   0.34125 Eh

=====

--- 2 ---
ORCA calculation (ωB97M-V/def2-TZVPD) on 2 unconnected molecules or ions with the total composition C3H11N5O.

Atoms and positions in Å:
H -1.62 -0.94 0.86
C 1.05 -1.48 0.71
C 0.38 -0.81 -0.49
H 0.24 1.86 2.64
H -1.70 -0.62 -1.73
N 0.86 1.14 -1.90
O 0.24 -1.43 -1.58
H 0.62 -2.47 0.84
H -2.21 0.83 -1.10
N -0.77 1.32 0.95
H 0.56 0.44 -2.58
H -1.32 0.89 2.89
H 2.12 -1.57 0.53
H 1.91 0.73 -0.20
N 1.03 0.55 -0.66
H 0.89 -0.90 1.62
N -2.12 -0.17 -0.92
C -0.63 1.37 2.20
H 1.69 1.61 -2.23
N -1.22 -0.35 0.13

Computed properties:
LUMO level (alpha / beta)   -0.96 / -0.92 eV
Charge   0
Gap between HOMO and LUMO (alpha / beta)   0.22564 / 0.22013 Eh

=====

Last place for stability: 2

=====

--- 1 ---
ORCA calculation (ωB97M-V/def2-TZVPD) on 2 unconnected molecules or ions with the total composition C9H20IN.

Atoms and positions in Å:
H 4.20 0.99 -1.34
C -2.20 -1.80 -0.13
H -2.44 -2.31 -1.05
H 3.73 2.34 -2.31
C -1.80 0.37 0.84
C 1.67 0.47 -0.69
N -0.41 -0.26 0.69
H -2.68 -2.54 0.50
H 3.86 0.92 -3.12
C -0.71 -1.69 0.04
H -1.73 1.46 0.90
C 2.04 0.96 -2.14
H 0.08 1.69 -0.16
H 1.73 0.15 -2.80
H -2.26 0.11 1.80
H -0.41 0.53 -1.38
H 2.29 1.11 -0.06
C -2.71 -0.36 -0.20
C 3.53 1.28 -2.15
H -0.58 -2.44 0.82
H 0.51 0.71 2.35
H -3.76 -0.26 0.08
H -2.54 0.06 -1.19
H 2.00 -0.56 -0.51
I -4.76 0.26 8.55
H 1.45 1.84 -2.42
H 1.43 -0.60 1.73
H -0.07 -1.79 -0.84
C 0.16 0.65 -0.46
C 0.41 -0.31 1.97
H -0.05 -0.99 2.69

Computed properties:
LUMO level   -0.99 eV
Charge   0
Gap between HOMO and LUMO   0.13718 Eh

=====

--- 2 ---
ORCA calculation (ωB97M-V/def2-TZVPD) on 2 unconnected molecules or ions with the total composition C9H20IN.

Atoms and positions in Å:
H 0.28 1.72 2.58
C -1.36 0.56 -0.19
C 2.18 0.29 1.37
H -1.97 0.03 0.55
C -1.01 -0.28 -1.55
C 0.87 1.75 -0.13
H 2.33 0.75 2.35
H -0.96 2.65 1.74
H 2.80 2.20 0.59
H 0.02 -0.61 -1.49
H 0.76 -0.98 0.32
N -0.09 0.88 0.66
H 2.94 -0.48 1.26
H 0.65 1.53 -1.18
H -1.03 0.37 -2.42
C -1.91 -1.50 -1.67
C 2.31 1.30 0.24
H 2.82 0.78 -0.57
H 0.25 -0.83 2.01
H -1.64 -2.60 0.21
H -1.90 -3.60 -1.10
H -0.31 -2.95 -0.96
H -1.45 1.13 2.32
I 2.42 -1.81 -2.56
H -1.82 -2.00 -2.64
C -1.36 -2.69 -0.84
H -1.67 1.55 -0.50
H -2.96 -1.32 -1.46
C 0.72 -0.31 1.18
C -0.58 1.65 1.91
H 0.66 2.82 -0.02

Computed properties:
LUMO level   -0.09 eV
Charge   0
Gap between HOMO and LUMO   0.23808 Eh

=====

Last place for stability: 1